11
Properties=species:S:1:pos:R:3 method="wB97M-V/def2-TZVPD" total_charge=+1 orbital_gap_ev=9.89 relative_energy_kcal_mol=11.8
C 0.88017 1.65922 -0.89639
C -1.75577 0.60784 0.16667
C -1.50743 -1.40227 1.59242
N 0.84255 2.22112 -1.93590
N -1.64489 -0.42361 0.85548
O 0.79333 1.07201 0.08392
Cl -1.98492 0.39401 -1.37775
H -0.52650 -1.90630 1.84091
H -2.25261 -1.96556 2.01969
H 1.22920 2.78465 -2.62760
H -1.80571 1.61356 0.51375